1.
Molecular formula: C3H17N2O3
Method: DFT, ωB97M-V with the def2-TZVPD basis set

**Energy relative to the best compared isomer or geometry (same formula, charge and spin)**: 4.8296 eV
**Lowest unoccupied orbital energy**: -3.05 eV
**Energy**: -12500.03117 eV
**Charge**: +1
**Strongest force on any atom**: 0.2783 hartree/bohr
**2S+1**: 1

Positions of all 25 atoms, in Å:
1 N 1.112 -0.460 -0.153
2 C 0.470 -0.379 1.318
3 C -0.294 0.990 1.304
4 N -1.653 0.814 0.654
5 C -2.713 0.173 1.635
6 H 2.050 -0.991 0.013
7 H 0.600 -0.905 -0.820
8 H 1.142 0.410 -0.612
9 H -0.225 -1.236 1.196
10 H 1.256 -0.370 2.075
11 H -0.334 1.336 2.379
12 H 0.413 1.787 0.959
13 H -1.874 1.893 0.523
14 H -3.653 -0.058 0.985
15 H -2.739 0.631 2.616
16 H -2.314 -0.821 2.096
17 H 0.413 -3.976 -1.934
18 H -1.010 -3.790 -2.381
19 O -0.217 -3.468 -1.870
20 H 0.608 1.826 -2.105
21 H -0.270 0.706 -2.366
22 O 0.586 0.861 -2.387
23 H 3.087 1.819 -1.765
24 H 3.063 1.478 -0.308
25 O 2.497 1.730 -1.053

These are the natural (NBO) partial charges, in e, on atoms 1 to 4: N -0.716; C -0.223; C -0.279; N -0.652

=====

2.
Molecular formula: C3H17NO4
Method: DFT, ωB97M-V with the def2-TZVPD basis set

**Energy relative to the best compared isomer or geometry (same formula, charge and spin)**: 6.5936 eV
**Lowest unoccupied orbital energy**: -4.82 eV
**Energy**: -13060.50624 eV
**Charge**: 0
**Strongest force on any atom**: 0.0683 hartree/bohr
**2S+1**: 1

Positions of all 25 atoms, in Å:
1 C -0.155 0.191 -1.593
2 C 0.658 1.354 -1.190
3 C 2.122 0.917 -1.008
4 N -0.962 -2.593 -0.601
5 H -0.715 0.340 -2.514
6 H 0.068 -0.848 -1.613
7 H 0.534 2.126 -1.943
8 H 0.303 1.864 -0.242
9 H 2.163 0.160 -0.213
10 H 2.493 0.495 -1.924
11 H 2.750 1.749 -0.720
12 H -0.096 -2.090 -0.397
13 H -0.978 -2.326 -1.588
14 H 2.389 -1.956 2.541
15 H 1.601 -0.725 1.980
16 O 2.483 -1.054 2.219
17 H -0.107 0.147 0.355
18 H -0.697 0.556 1.638
19 O 0.032 -0.050 1.279
20 H -2.359 0.009 -0.380
21 H -1.686 -2.074 -0.101
22 O -3.007 -0.132 0.316
23 H -2.196 1.723 2.819
24 H -2.783 0.626 0.949
25 O -1.854 1.591 1.930

These are the natural (NBO) partial charges, in e, on atoms 1 to 4: C 0.119; C -0.578; C -0.596; N -1.001